Entry 1:
The following is a DFT calculation (wB97M-V/def2-TZVPD) of a cluster of 12 separate species, C25H53Cl23O4P2 in total.

Output
**Frontier orbital gap**: 9.254 eV
**HOMO**: -0.333 Ha
**SMILES**: O=P(O)(O)P(Cl)CCCO.ClCCCl.ClCCCl.ClCCCl.ClCCCl.ClCCCl.ClCCCl.ClCCCl.ClCCCl.ClCCCl.ClCCCl.ClCCCl

Geometry (Å):
O1 2.988842 0.172614 4.806679
P1 3.270206 1.110957 3.742612
O2 4.783145 1.605255 3.722948
O3 2.398550 2.437546 3.818910
P2 3.078644 0.444968 1.669664
Cl1 1.152854 -0.188037 1.634201
C1 4.008344 -1.106296 1.834867
C2 4.207811 -1.715157 0.445382
C3 5.555154 -1.322597 -0.164944
O4 5.485138 -0.954854 -1.537367
H1 4.974655 2.279214 3.051145
H2 2.849279 3.221109 3.476057
H3 4.962967 -0.810189 2.261597
H4 3.534523 -1.777757 2.540318
H5 3.432600 -1.361203 -0.225411
H6 4.100923 -2.791085 0.506187
H7 6.261636 -2.141190 -0.098230
H8 5.976790 -0.497511 0.403496
H9 5.038780 -0.101190 -1.573892
Cl2 8.515097 1.085940 -0.635060
C4 9.821170 0.018627 -1.202725
C5 9.491316 -1.429066 -0.955063
Cl3 9.463400 -1.825037 0.784136
H10 10.736392 0.317655 -0.699639
H11 9.933269 0.184452 -2.272394
H12 10.246939 -2.061017 -1.417588
H13 8.516104 -1.679099 -1.364858
Cl4 -2.010241 -0.798196 0.655680
C6 -3.583925 -0.326078 1.361082
C7 -3.464153 0.022183 2.816962
Cl5 -3.098890 -1.410541 3.817370
H14 -4.281154 -1.142800 1.216104
H15 -3.938958 0.542640 0.807722
H16 -4.416847 0.418300 3.165114
H17 -2.685424 0.758750 2.993893
Cl6 8.051760 4.455743 4.712342
C8 8.079714 2.726113 5.159306
C9 9.141708 1.961072 4.419502
Cl7 8.833043 1.828351 2.663057
H18 7.097590 2.319943 4.963728
H19 8.272183 2.673758 6.228977
H20 9.184308 0.947421 4.813698
H21 10.116107 2.426947 4.536256
Cl8 3.441234 1.258309 -3.474748
C10 4.658353 0.416146 -4.481701
C11 4.082431 -0.080651 -5.776600
Cl9 2.912487 -1.410915 -5.522142
H22 5.066400 -0.398816 -3.888783
H23 5.449615 1.133815 -4.689015
H24 4.883939 -0.473766 -6.401445
H25 3.566159 0.705812 -6.315091
Cl10 -4.822576 1.503351 -1.843809
C12 -6.311380 2.464316 -2.093891
C13 -6.475868 3.504610 -1.021328
Cl11 -6.871320 2.779596 0.558900
H26 -7.155614 1.779621 -2.123341
H27 -6.210127 2.943496 -3.062752
H28 -7.303803 4.162109 -1.269001
H29 -5.573692 4.098932 -0.905744
Cl12 6.927892 -2.731092 -7.250051
C14 5.369661 -3.604358 -7.166182
C15 5.023345 -4.278609 -8.464154
Cl13 4.649574 -3.100294 -9.747966
H30 4.611402 -2.882734 -6.879479
H31 5.465428 -4.350133 -6.379555
H32 4.133761 -4.889540 -8.323377
H33 5.834844 -4.908631 -8.817284
Cl14 -6.688546 -0.640050 0.353786
C16 -8.190809 -1.521178 0.726513
C17 -9.031297 -1.718267 -0.506203
Cl15 -9.679374 -0.174536 -1.127611
H34 -8.724011 -0.958218 1.487519
H35 -7.910845 -2.489248 1.137699
H36 -9.883461 -2.353286 -0.272556
H37 -8.454251 -2.175113 -1.304905
Cl16 2.115332 -0.065611 -9.560337
C18 1.106122 0.953327 -8.502900
C19 1.463446 2.412039 -8.609047
Cl17 3.078586 2.759676 -7.936784
H38 1.217068 0.585193 -7.485419
H39 0.074117 0.816415 -8.815400
H40 0.748000 3.003843 -8.041307
H41 1.462845 2.745918 -9.642558
Cl18 -6.662258 2.971660 -6.029412
C20 -8.137304 3.913123 -6.376445
C21 -8.351544 5.005512 -5.364934
Cl19 -8.738612 4.340335 -3.755709
H42 -8.972580 3.219229 -6.391741
H43 -8.018094 4.349025 -7.366116
H44 -9.190921 5.628273 -5.667081
H45 -7.467534 5.627984 -5.260466
Cl20 -7.189504 -0.377838 7.661895
C22 -6.188678 -1.844134 7.890111
C23 -5.333322 -2.141968 6.691558
Cl21 -6.295972 -2.644287 5.277080
H46 -6.859721 -2.667887 8.118000
H47 -5.553101 -1.666014 8.750677
H48 -4.659137 -2.963933 6.925402
H49 -4.744349 -1.279241 6.393604
Cl22 -7.945014 -4.027514 10.961636
C24 -6.968472 -3.293467 12.260012
C25 -6.004144 -2.270440 11.724498
Cl23 -4.722605 -3.019747 10.734642
H50 -6.448098 -4.094210 12.777316
H51 -7.659156 -2.812991 12.949876
H52 -5.511961 -1.756865 12.547640
H53 -6.514332 -1.536737 11.104180

Forces on the atoms, in the same order (eV/Å):
-0.097 -0.564 0.625
-0.436 -0.206 -0.614
0.793 0.545 -0.078
-0.092 0.593 0.022
0.292 0.555 -0.113
-0.343 -0.120 0.053
0.006 -0.088 -0.038
0.166 -0.015 0.039
-0.065 0.145 -0.096
-0.022 -0.098 0.018
0.148 -0.248 0.131
-0.266 -0.041 0.069
0.279 -0.055 0.175
-0.175 -0.084 0.134
-0.267 -0.039 -0.230
0.004 -0.247 -0.101
0.153 -0.183 -0.020
0.178 0.218 0.125
-0.064 0.009 -0.105
-0.059 0.143 -0.051
0.015 -0.019 -0.031
0.000 -0.088 -0.052
-0.014 -0.004 0.005
-0.007 -0.007 0.061
-0.032 0.009 -0.018
0.024 -0.006 0.021
-0.040 0.010 0.006
-0.118 -0.010 -0.045
0.090 0.052 -0.043
-0.099 0.095 0.095
0.082 0.007 0.029
0.110 -0.082 -0.035
0.026 -0.002 -0.012
-0.020 -0.019 0.008
0.054 -0.030 0.006
-0.024 -0.026 -0.011
0.024 0.057 0.011
0.162 -0.060 -0.049
-0.066 0.021 0.185
-0.225 -0.063 -0.063
0.048 0.029 0.003
-0.014 -0.028 -0.033
0.016 0.025 -0.002
0.054 -0.052 0.032
0.127 -0.040 0.083
0.008 -0.063 -0.081
-0.082 0.057 0.016
-0.032 -0.013 0.029
-0.020 0.042 -0.022
0.002 -0.011 -0.001
-0.020 0.014 -0.021
-0.009 -0.042 -0.019
0.084 -0.068 -0.024
-0.086 0.086 0.034
0.079 0.109 0.102
0.029 -0.061 0.055
-0.008 0.047 -0.046
-0.034 0.029 -0.078
0.032 -0.027 0.051
0.003 0.017 0.009
0.025 0.023 0.101
-0.038 -0.046 -0.057
0.015 0.009 -0.032
-0.029 -0.033 -0.020
0.024 -0.011 0.006
-0.021 0.009 0.008
0.032 0.017 -0.022
-0.155 -0.132 -0.038
0.014 -0.006 0.082
-0.051 -0.043 -0.032
0.001 -0.003 -0.016
-0.011 0.047 -0.010
0.029 -0.018 -0.027
-0.028 0.023 0.011
0.019 0.015 -0.030
0.032 -0.015 0.044
-0.019 -0.053 0.019
-0.059 0.036 0.012
0.035 0.094 -0.031
0.030 -0.007 0.010
-0.053 -0.015 -0.028
0.013 -0.001 0.029
0.031 -0.009 -0.024
0.008 -0.009 -0.022
0.017 -0.048 -0.065
-0.008 0.069 0.006
-0.082 0.052 0.015
-0.012 -0.029 0.022
0.036 0.013 -0.009
-0.038 -0.020 0.014
0.030 -0.009 0.021
0.002 -0.030 0.007
-0.137 0.045 -0.010
0.113 0.008 -0.048
-0.081 -0.018 -0.017
-0.041 0.003 -0.006
0.034 0.072 -0.056
-0.012 -0.022 0.009
-0.005 0.017 -0.035
-0.005 -0.013 -0.001
-0.047 -0.019 0.043
0.013 0.105 -0.041
0.127 -0.096 0.160
0.010 -0.038 -0.019
-0.026 0.015 -0.010
0.019 -0.026 0.020
-0.003 -0.008 -0.032

Entry 2:
The following is a DFT calculation (wB97M-V/def2-TZVPD) of a structure of composition C25H53ClFI2NO17Si2.

Output
**Frontier orbital gap**: 9.417 eV
**HOMO**: -0.342 Ha

Geometry (Å):
C1 0.112534 2.083084 1.033723
C2 1.223674 1.058688 1.475935
C3 2.424127 0.935981 0.438384
Cl1 2.940432 -0.838627 0.500206
Si1 3.894960 2.080564 0.921278
F1 5.156782 1.647966 -0.091595
C4 3.271125 3.868682 0.626658
C5 3.392720 4.809053 1.890374
O1 4.004591 6.057333 1.476562
C6 1.979807 5.209137 2.517149
N1 1.777432 4.344445 3.723395
O2 4.173946 1.790104 2.575681
Si2 5.828153 1.534947 2.989903
C7 6.018102 -0.362343 3.247716
C8 6.113998 2.368817 4.690240
I1 7.050240 1.082913 6.176459
C9 6.931616 3.728954 4.683578
C10 6.207496 4.692908 5.726536
I2 6.950955 4.797897 2.798046
H1 0.391373 3.100916 1.396828
H2 -0.896307 1.859349 1.471742
H3 -0.046045 2.129514 -0.073514
H4 0.724587 0.072510 1.641329
H5 1.608863 1.379498 2.479545
H6 1.993323 1.198746 -0.557976
H7 3.916501 4.268483 -0.202568
H8 2.199537 3.892511 0.300285
H9 3.959717 4.355315 2.738589
H10 3.305502 6.657431 1.192294
H11 2.122725 6.244891 2.922977
H12 1.143352 5.138566 1.782456
H13 1.105663 3.608164 3.524759
H14 1.469553 4.937472 4.486833
H15 6.793059 1.886464 1.953475
H16 5.886469 -0.806340 2.221186
H17 7.039436 -0.646486 3.587797
H18 5.198980 -0.786595 3.876684
H19 5.094432 2.617563 5.097662
H20 7.967400 3.568336 5.077430
H21 5.211957 4.947246 5.265824
H22 6.763536 5.640176 5.896619
H23 5.962027 4.137849 6.668475
C11 7.009329 -6.336020 4.134750
O3 6.883178 -4.932647 4.355420
C12 7.118853 -4.555872 5.615223
O4 7.414017 -5.281540 6.525649
O5 6.968529 -3.230574 5.684117
C13 7.191934 -2.685751 6.982935
H24 6.796635 -6.522116 3.083678
H25 8.024900 -6.670104 4.349148
H26 6.288331 -6.887463 4.738986
H27 8.215012 -2.875382 7.310219
H28 6.478301 -3.092401 7.700398
H29 7.041822 -1.609007 6.914240
C14 0.790709 -2.334458 -1.311337
O6 -0.482633 -2.179463 -1.945074
C15 -0.485304 -2.449387 -3.252434
O7 0.458946 -2.800573 -3.903605
O8 -1.731204 -2.259625 -3.711181
C16 -1.883433 -2.517166 -5.108718
H30 0.666301 -2.088190 -0.260760
H31 1.137888 -3.365644 -1.387814
H32 1.519985 -1.651037 -1.743324
H33 -1.646928 -3.556844 -5.336297
H34 -1.258817 -1.843052 -5.695478
H35 -2.925405 -2.335281 -5.367422
C17 -5.761815 2.819770 -1.899516
O9 -4.435194 2.402313 -1.584173
C18 -3.914482 1.541160 -2.464120
O10 -4.463331 1.120305 -3.447866
O11 -2.682779 1.231150 -2.059672
C19 -2.001135 0.307485 -2.916533
H36 -6.083942 3.512613 -1.124602
H37 -5.784874 3.338540 -2.858708
H38 -6.441985 1.967619 -1.906808
H39 -1.878848 0.732975 -3.915342
H40 -2.531660 -0.627052 -2.961954
H41 -1.016712 0.131350 -2.492149
C20 -8.929728 0.817830 -3.559855
O12 -9.383245 1.296256 -2.293386
C21 -10.680933 1.079606 -2.060393
O13 -11.450944 0.538271 -2.805295
O14 -10.971113 1.571573 -0.852378
C22 -12.335773 1.407863 -0.470373
H42 -7.868256 1.047887 -3.638045
H43 -9.056297 -0.262601 -3.632682
H44 -9.453831 1.321118 -4.372827
H45 -12.597689 0.350625 -0.420425
H46 -12.995093 1.934409 -1.160979
H47 -12.452162 1.842061 0.520897
C23 -5.573336 -6.255841 -9.220946
O15 -4.657890 -5.868076 -8.197679
C24 -5.230501 -5.638378 -7.013079
O16 -6.401301 -5.731153 -6.764894
O17 -4.270716 -5.286657 -6.151987
C25 -4.743474 -5.008812 -4.834726
H48 -4.998248 -6.414210 -10.131280
H49 -6.072885 -7.188563 -8.957746
H50 -6.304002 -5.467311 -9.403260
H51 -5.210799 -5.891252 -4.397053
H52 -5.441000 -4.170516 -4.844557
H53 -3.883309 -4.734839 -4.225890

Forces on the atoms, in the same order (eV/Å):
-0.021 0.247 0.157
-0.485 0.414 0.118
-0.896 -0.147 0.918
0.300 0.999 -0.167
-0.937 -0.666 -0.147
-1.445 0.740 1.509
0.604 -0.049 0.414
-1.308 1.038 -0.581
0.312 -0.603 0.285
1.354 -0.821 0.955
-0.279 0.583 -0.816
1.929 0.501 -2.123
-0.691 -2.411 1.432
-0.375 0.273 -1.086
-0.051 1.385 -0.440
-0.342 0.506 -0.364
-0.649 0.156 2.346
-0.621 -0.340 -0.980
0.219 -0.192 0.390
-0.305 -0.619 -0.481
1.012 0.013 -0.242
0.273 -0.090 0.840
0.661 0.650 -0.352
-0.209 -0.397 -0.795
0.624 -0.603 0.488
-0.660 -0.122 0.749
0.985 -0.315 -0.031
-0.218 0.583 -0.929
0.086 -0.148 -0.030
-0.335 -0.764 -0.672
0.600 0.278 0.444
0.008 0.230 0.372
-0.279 -0.489 -0.056
-0.046 0.335 -0.107
0.089 0.278 0.837
-0.851 0.137 -0.024
0.838 0.273 -0.240
0.914 -0.405 -0.321
-0.756 0.119 -1.020
0.875 -0.041 0.481
-0.318 -0.759 0.035
0.614 0.505 -0.639
0.006 -0.353 -0.168
-0.002 0.077 0.037
-0.071 0.197 -0.218
0.024 -0.070 0.074
-0.006 -0.048 -0.071
0.053 0.242 0.339
-0.023 0.253 0.034
-0.098 0.001 0.136
0.143 0.032 0.082
-0.101 -0.138 0.032
0.133 -0.101 -0.021
-0.063 -0.255 -0.220
0.185 -0.068 0.169
-0.160 -0.141 -0.127
-0.133 -0.113 0.213
0.042 0.020 -0.095
0.326 -0.684 -0.182
-0.158 -0.090 -0.420
-0.266 0.038 -0.141
0.033 0.091 -0.151
-0.036 -0.148 -0.084
0.131 0.103 -0.015
0.092 -0.138 0.061
0.017 0.064 0.269
-0.385 0.177 0.004
0.059 -0.026 -0.025
0.257 0.035 0.271
-0.099 -0.019 -0.088
-0.023 0.254 0.022
0.066 0.404 -0.090
0.233 -0.085 0.072
-0.010 -0.163 -0.019
0.057 0.041 -0.105
-0.158 -0.052 0.022
-0.235 0.194 0.056
-0.128 0.174 0.214
0.259 -0.094 -0.355
-0.026 0.035 0.078
0.181 0.122 0.173
-0.066 -0.042 -0.061
0.087 0.006 -0.040
-0.344 0.006 0.202
-0.066 0.069 0.216
-0.142 0.087 -0.034
-0.094 -0.132 0.068
-0.017 0.065 -0.155
0.039 -0.156 -0.052
0.246 0.031 -0.065
-0.164 -0.113 -0.355
0.046 0.036 0.094
0.261 0.007 -0.091
-0.095 -0.003 0.033
0.044 0.006 -0.063
-0.033 0.111 0.404
0.169 0.069 0.182
-0.075 0.136 0.064
-0.044 -0.103 0.126
-0.104 0.088 -0.101
-0.080 -0.147 -0.031
0.097 -0.054 -0.232